Entry i
This record from OMol25 describes an isolated molecule of C6H9NS. The level of theory is ωB97M-V/def2-TZVPD.

The calculation puts the HOMO energy at -8.2 eV. For the LUMO energy, the calculation gives 0.57 eV. The HOMO-LUMO gap comes out at 8.80 eV. Its SMILES is C/C=C\N1CCC1=S. As for the spin multiplicity: 1.

Cartesian coordinates (Å):
C  3.08  1.00  0.29
C  1.82  1.39  1.01
C  0.58  0.92  0.83
N  0.15  -0.04  -0.08
C  0.78  -0.86  -1.12
C  -0.66  -1.43  -1.39
C  -1.12  -0.54  -0.27
S  -2.55  -0.19  0.45
H  3.83  0.61  1.01
H  3.56  1.87  -0.23
H  2.91  0.19  -0.49
H  1.92  2.12  1.80
H  -0.23  1.27  1.41
H  1.52  -1.56  -0.74
H  1.19  -0.34  -1.98
H  -1.10  -1.23  -2.37
H  -0.75  -2.52  -1.19

***

Entry ii
This record from OMol25 describes an isolated molecule of C6H9NS. The level of theory is ωB97M-V/def2-TZVPD.

The calculation puts the HOMO energy at -8.5 eV. For the LUMO energy, the calculation gives 0.91 eV. The HOMO-LUMO gap comes out at 9.38 eV. Its SMILES is C=C1SC[C@@H]2[C@@H]1N2C. As for the spin multiplicity: 1.

Cartesian coordinates (Å):
C  0.78  2.27  -0.12
C  0.61  0.99  0.17
S  1.88  -0.32  -0.11
C  0.63  -1.73  -0.08
C  -0.60  -0.88  -0.29
C  -0.49  0.18  0.77
N  -1.78  -0.44  0.44
C  -2.76  0.25  -0.38
H  1.68  2.63  -0.60
H  -0.02  2.99  0.13
H  0.68  -2.25  0.87
H  0.88  -2.39  -0.88
H  -0.60  -0.44  -1.26
H  -0.18  -0.20  1.72
H  -3.35  0.93  0.25
H  -2.32  0.79  -1.23
H  -3.45  -0.51  -0.77

***

Last place for stability: entry ii

***

Entry i
This record from OMol25 describes an isolated molecule of C6H11NO2. The level of theory is ωB97M-V/def2-TZVPD.

The calculation puts the HOMO energy at -9.6 eV. For the LUMO energy, the calculation gives 0.87 eV. The HOMO-LUMO gap comes out at 10.43 eV. Its SMILES is C=C(C)[C@H](N)OC(C)=O. As for the spin multiplicity: 1.

Cartesian coordinates (Å):
C  0.18  -2.07  -0.53
C  -0.57  -1.05  -0.06
C  -1.87  -0.70  -0.72
C  -0.14  -0.31  1.25
N  -1.15  0.48  1.88
O  1.04  0.42  0.94
C  0.88  1.33  -0.09
C  2.12  1.41  -0.92
O  -0.10  2.05  -0.24
H  1.14  -2.32  -0.08
H  -0.13  -2.67  -1.37
H  -2.23  -1.50  -1.38
H  -2.69  -0.53  -0.02
H  -1.77  0.20  -1.33
H  0.15  -1.09  1.96
H  -0.85  0.76  2.81
H  -1.32  1.31  1.29
H  1.93  0.92  -1.88
H  2.96  0.90  -0.43
H  2.39  2.45  -1.07

***

Entry ii
This record from OMol25 describes an isolated molecule of C6H11NO2. The level of theory is ωB97M-V/def2-TZVPD.

The calculation puts the HOMO energy at -8.3 eV. For the LUMO energy, the calculation gives 0.81 eV. The HOMO-LUMO gap comes out at 9.11 eV. Its SMILES is C=C(C)/C(O)=C(/C)ON. As for the spin multiplicity: 1.

Cartesian coordinates (Å):
C  -1.72  -0.17  -1.17
C  -1.17  -0.68  -0.06
C  -2.02  -1.30  1.01
C  0.28  -0.68  0.12
O  0.87  -1.93  0.17
C  1.06  0.43  0.17
C  2.56  0.34  0.27
O  0.54  1.70  0.32
N  0.49  2.33  -0.98
H  -1.11  0.26  -1.96
H  -2.80  -0.17  -1.33
H  -1.75  -2.35  1.16
H  -1.91  -0.77  1.96
H  -3.08  -1.29  0.74
H  0.22  -2.55  0.53
H  2.89  -0.56  0.79
H  2.99  0.34  -0.74
H  2.97  1.20  0.81
H  1.14  3.11  -0.85
H  -0.45  2.73  -0.94

***

Last place for stability: entry ii

***

Entry i
This record from OMol25 describes a 2-piece molecular cluster, C6H11NO2 overall. The level of theory is ωB97M-V/def2-TZVPD.

The calculation puts the HOMO energy (alpha / beta) at -8.5 / -8.5 eV. For the LUMO energy (alpha / beta), the calculation gives -1.73 / -1.40 eV. The HOMO-LUMO gap (alpha / beta) comes out at 6.72 / 7.11 eV. As for the spin multiplicity: 1.

Cartesian coordinates (Å):
C  -1.62  -0.26  1.30
C  -0.39  0.48  0.85
O  1.04  -0.65  1.72
O  -0.17  1.64  1.07
H  1.27  -0.19  2.54
H  -1.43  -1.32  1.27
H  -1.88  0.07  2.31
H  -2.45  0.00  0.63
C  -0.89  0.63  -1.77
C  0.11  -0.02  -0.82
C  2.34  0.62  -0.13
C  0.23  -1.41  -0.87
N  1.44  0.69  -0.99
H  -1.00  1.68  -1.53
H  -0.53  0.54  -2.80
H  -1.86  0.14  -1.70
H  2.10  -0.04  0.85
H  3.19  1.30  -0.22
H  0.92  -1.90  -0.20
H  -0.41  -2.00  -1.50

***

Entry ii
This record from OMol25 describes a 2-piece molecular cluster, C6H11NO2 overall. The level of theory is ωB97M-V/def2-TZVPD.

The calculation puts the HOMO energy at -9.0 eV. For the LUMO energy, the calculation gives 0.67 eV. The HOMO-LUMO gap comes out at 9.65 eV. Its SMILES is C=C=N[C@@H](C)O.CC=O. As for the spin multiplicity: 1.

Cartesian coordinates (Å):
C  -1.00  -0.46  -2.20
C  -0.05  0.08  -1.50
N  1.01  0.58  -1.16
C  1.74  0.45  0.05
C  1.84  -0.98  0.59
O  3.02  0.97  -0.10
H  -0.79  -1.27  -2.88
H  -2.03  -0.15  -2.10
H  1.11  1.06  0.79
H  2.36  -1.60  -0.14
H  0.85  -1.38  0.78
H  2.41  -0.97  1.52
H  2.97  1.77  -0.64
C  -2.17  -0.31  1.14
C  -1.55  1.01  0.79
O  -0.61  1.50  1.39
H  -3.18  -0.15  1.50
H  -2.24  -0.92  0.24
H  -1.59  -0.83  1.89
H  -2.10  1.60  0.03

***

Entry iii
This record from OMol25 describes an isolated molecule of C6H11NO2. The level of theory is ωB97M-V/def2-TZVPD.

The calculation puts the HOMO energy at -9.7 eV. For the LUMO energy, the calculation gives 0.75 eV. The HOMO-LUMO gap comes out at 10.42 eV. Its SMILES is CC(=O)C(C)(C)C(N)=O. As for the spin multiplicity: 1.

Cartesian coordinates (Å):
C  -0.08  1.26  1.90
C  -0.28  -0.04  1.19
O  -0.90  -0.95  1.67
C  0.26  -0.14  -0.24
C  1.31  0.91  -0.61
C  0.82  -1.54  -0.50
C  -1.03  0.13  -1.06
N  -1.85  -0.94  -1.14
O  -1.26  1.20  -1.57
H  -0.48  2.08  1.30
H  0.98  1.45  2.06
H  -0.59  1.23  2.86
H  0.87  1.91  -0.63
H  1.69  0.70  -1.60
H  2.14  0.90  0.10
H  0.21  -2.31  -0.02
H  1.82  -1.61  -0.08
H  0.87  -1.75  -1.56
H  -1.76  -1.70  -0.49
H  -2.76  -0.79  -1.56

***

Last place for stability: entry i